Record 1
The following is a quantum chemistry calculation of a cluster of 6 separate species, C23H60N2O9 in total at a distorted geometry, from OMol25.

* HOMO: -8.557 eV
* maximum force: 2.33 eV/Å
* HOMO-LUMO gap: 9.2 eV
* SMILES: COCCNCCOC.COCCNCCOC.CC(C)O.CC(C)O.CC(C)O.OCCO

```
! RIJCOSX wB97M-V def2-TZVPD def2/J DEFGRID3
* xyz 0 1
C 1.037 -23.487 -9.691
O 2.389 -22.982 -9.730
C 3.388 -23.926 -9.372
C 4.150 -24.409 -10.605
N 5.415 -23.685 -10.753
C 6.149 -24.058 -11.980
C 7.507 -23.420 -11.942
O 8.268 -23.870 -13.048
C 9.684 -23.857 -12.835
H 0.902 -24.080 -10.594
H 0.492 -22.547 -9.741
H 0.800 -24.014 -8.769
H 2.943 -24.778 -8.847
H 4.074 -23.475 -8.652
H 3.514 -24.308 -11.494
H 4.462 -25.445 -10.445
H 5.183 -22.707 -10.923
H 5.572 -23.657 -12.830
H 6.161 -25.143 -12.092
H 7.988 -23.691 -10.989
H 7.571 -22.318 -11.985
H 9.927 -24.261 -11.848
H 9.945 -22.795 -12.840
H 10.130 -24.446 -13.627
C 11.792 -28.967 -25.593
O 10.649 -28.549 -24.818
C 10.822 -28.776 -23.439
C 10.930 -27.495 -22.637
N 9.636 -26.875 -22.390
C 9.596 -25.671 -21.593
C 8.337 -24.893 -21.976
O 8.109 -23.878 -21.019
C 7.036 -23.042 -21.384
H 11.563 -28.549 -26.575
H 11.819 -30.053 -25.581
H 12.690 -28.437 -25.272
H 11.723 -29.360 -23.215
H 10.028 -29.382 -22.986
H 11.627 -26.781 -23.091
H 11.294 -27.771 -21.643
H 8.964 -26.890 -23.138
H 10.515 -25.085 -21.717
H 9.526 -25.894 -20.523
H 7.460 -25.548 -22.015
H 8.442 -24.463 -22.979
H 7.263 -22.568 -22.345
H 6.746 -22.323 -20.624
H 6.136 -23.637 -21.594
C 4.745 -24.633 -18.002
C 5.888 -24.256 -17.055
C 5.610 -24.618 -15.623
O 6.966 -25.105 -17.532
H 3.844 -24.157 -17.588
H 4.542 -25.694 -17.829
H 4.834 -24.500 -19.074
H 6.182 -23.209 -17.184
H 6.442 -24.418 -14.941
H 5.337 -25.659 -15.448
H 4.800 -24.016 -15.190
H 7.822 -24.716 -17.294
C 11.840 -25.879 -18.697
C 11.046 -25.431 -17.477
C 11.215 -26.420 -16.350
O 11.570 -24.184 -17.006
H 11.597 -26.924 -18.917
H 12.901 -25.696 -18.569
H 11.385 -25.383 -19.559
H 9.987 -25.286 -17.703
H 10.548 -27.285 -16.376
H 11.126 -25.962 -15.361
H 12.201 -26.898 -16.296
H 11.196 -23.468 -17.534
C 11.465 -18.475 -17.756
C 12.747 -18.423 -18.567
C 12.629 -17.418 -19.718
O 13.757 -17.914 -17.672
H 10.958 -17.508 -17.731
H 11.441 -18.869 -16.742
H 10.767 -19.113 -18.313
H 13.134 -19.385 -18.909
H 13.487 -17.509 -20.387
H 12.632 -16.380 -19.386
H 11.698 -17.574 -20.271
H 14.640 -17.967 -18.044
O 8.824 -23.158 -17.959
C 8.783 -21.772 -17.638
C 8.723 -21.603 -16.124
O 9.971 -21.983 -15.537
H 8.431 -23.367 -18.819
H 9.626 -21.305 -18.157
H 7.897 -21.281 -18.067
H 7.922 -22.246 -15.754
H 8.592 -20.545 -15.913
H 10.122 -22.895 -15.828
*
```

=====

Record 2
The following is a quantum chemistry calculation of a structure of composition C23H61BFNO11Si2 at a distorted geometry, from OMol25.

* energy relative to the best compared isomer or geometry (same formula, charge and spin): 0.5041 eV
* HOMO: -8.890 eV
* maximum force: 1.32 eV/Å
* HOMO-LUMO gap: 9.4 eV

```
! RIJCOSX wB97M-V def2-TZVPD def2/J DEFGRID3
* xyz 0 1
C 9.662 3.485 -5.586
C 8.365 2.888 -5.088
O 7.568 3.916 -4.518
C 6.759 3.537 -3.418
C 5.313 3.936 -3.702
Si 4.339 2.786 -4.842
C 3.949 1.110 -4.037
C 5.082 0.078 -3.994
C 5.342 -0.393 -2.576
F 6.263 0.573 -4.537
O 5.206 2.657 -6.275
Si 4.589 1.620 -7.426
B 2.561 3.680 -5.159
N 1.574 3.548 -4.130
O 2.233 4.399 -6.304
H 10.075 2.855 -6.361
H 9.499 4.463 -6.018
H 10.364 3.574 -4.771
H 8.604 2.108 -4.375
H 7.827 2.473 -5.932
H 6.870 2.492 -3.155
H 7.098 4.112 -2.557
H 5.369 4.883 -4.229
H 4.758 4.145 -2.794
H 3.572 1.298 -3.039
H 3.130 0.689 -4.607
H 4.775 -0.796 -4.555
H 4.392 -0.660 -2.139
H 6.000 -1.253 -2.586
H 5.807 0.410 -2.021
H 5.347 1.846 -8.666
H 4.849 0.231 -6.982
H 3.135 1.800 -7.594
H 1.947 3.749 -3.209
H 0.786 4.178 -4.259
H 2.938 5.041 -6.489
C -0.041 1.494 -1.812
O 0.699 2.171 -0.808
C -0.094 3.052 -0.027
C -0.444 2.447 1.314
O -1.301 1.327 1.176
C -0.625 0.084 1.301
H 0.595 0.708 -2.217
H -0.950 1.038 -1.412
H -0.298 2.182 -2.622
H -1.004 3.332 -0.565
H 0.494 3.961 0.139
H -0.979 3.195 1.910
H 0.466 2.172 1.855
H -0.354 -0.094 2.348
H 0.271 0.049 0.678
H -1.309 -0.702 0.982
C -0.593 -0.185 8.584
O -1.512 0.663 7.918
C -0.966 1.292 6.770
C -1.411 0.614 5.494
O -0.880 -0.698 5.382
C -1.816 -1.711 5.704
H -1.152 -0.765 9.316
H -0.101 -0.871 7.892
H 0.164 0.407 9.110
H 0.127 1.316 6.825
H -1.326 2.326 6.763
H -1.037 1.186 4.639
H -2.503 0.595 5.434
H -2.564 -1.808 4.908
H -2.318 -1.509 6.653
H -1.269 -2.649 5.785
C -3.528 -2.321 -0.490
O -2.916 -3.113 0.511
C -3.806 -4.062 1.088
C -3.580 -5.448 0.531
O -3.928 -5.528 -0.843
C -2.808 -5.493 -1.708
H -2.744 -1.767 -1.006
H -4.067 -2.929 -1.221
H -4.218 -1.602 -0.034
H -4.844 -3.756 0.945
H -3.607 -4.077 2.164
H -4.222 -6.152 1.069
H -2.541 -5.754 0.684
H -2.257 -6.438 -1.661
H -2.135 -4.668 -1.462
H -3.180 -5.356 -2.723
C -5.820 -1.861 2.907
O -6.140 -3.187 3.292
C -6.380 -3.307 4.687
C -7.858 -3.371 4.997
O -8.512 -2.149 4.694
C -9.230 -2.183 3.474
H -5.849 -1.809 1.820
H -6.533 -1.139 3.311
H -4.808 -1.603 3.240
H -5.913 -2.482 5.231
H -5.910 -4.239 5.019
H -7.987 -3.551 6.069
H -8.323 -4.201 4.458
H -10.136 -2.790 3.579
H -8.620 -2.580 2.659
H -9.519 -1.161 3.234
*
```

=====

Record 3
The following is a quantum chemistry calculation of a cluster of 8 separate species, C23H61F7N2O21P5 in total at a distorted geometry, from OMol25.

* HOMO (alpha / beta): -8.786 / -8.786 eV
* maximum force: 5.01 eV/Å
* HOMO-LUMO gap (alpha / beta): 8.7 / 4.5 eV

```
! RIJCOSX wB97M-V def2-TZVPD def2/J DEFGRID3
* xyz 0 2
P 0.607 -0.290 -0.820
F 1.779 0.184 -1.863
F -0.481 0.641 -1.606
F 0.241 -1.491 -1.895
F -0.470 -0.764 0.312
F 1.625 -1.311 -0.085
F 1.061 0.793 0.358
C 2.226 -0.786 3.430
C 0.737 -0.847 3.835
C 0.378 -0.384 5.362
O -0.963 -0.057 5.347
C -1.265 0.842 6.442
N 0.222 0.112 2.864
H 2.399 -1.245 2.457
H 2.798 -1.328 4.183
H 2.558 0.248 3.521
H 0.404 -1.848 3.561
H 1.024 0.494 5.373
H 0.676 -1.108 6.121
H -0.894 0.520 7.414
H -2.318 1.116 6.514
H -0.670 1.748 6.331
H 0.802 0.938 2.840
H 0.374 -0.276 1.944
C -0.914 3.961 -3.904
C -2.436 3.727 -3.656
C -3.322 4.007 -4.836
O -3.303 5.426 -5.180
C -4.260 5.836 -6.145
N -2.581 2.329 -3.338
H -0.591 3.351 -4.748
H -0.348 3.552 -3.067
H -0.678 4.992 -4.167
H -2.779 4.340 -2.823
H -4.318 3.768 -4.464
H -3.029 3.376 -5.674
H -4.025 6.881 -6.349
H -5.322 5.694 -5.945
H -4.109 5.306 -7.085
H -2.621 1.729 -4.150
H -1.742 2.023 -2.867
C 5.702 -0.689 -1.484
O 6.554 0.439 -1.664
P 6.431 1.617 -0.550
O 7.249 2.814 -0.772
O 4.843 2.004 -0.633
C 4.127 2.342 0.556
O 6.611 0.803 0.838
C 7.809 0.980 1.701
H 5.071 -0.808 -2.364
H 5.177 -0.592 -0.533
H 6.324 -1.582 -1.426
H 4.718 2.408 1.470
H 3.332 1.657 0.852
H 3.818 3.387 0.547
H 8.127 2.011 1.542
H 8.636 0.285 1.559
H 7.396 0.927 2.708
C -1.975 6.242 4.955
O -1.696 4.850 4.919
P -2.002 3.922 3.582
O -2.035 2.450 3.927
O -3.401 4.422 2.850
C -4.633 4.227 3.529
O -0.869 4.401 2.527
C -0.508 3.641 1.402
H -1.379 6.934 5.550
H -3.017 6.484 5.165
H -1.926 6.563 3.914
H -5.072 3.241 3.373
H -5.366 5.020 3.382
H -4.502 4.209 4.611
H -1.037 2.690 1.332
H 0.525 3.300 1.466
H -0.642 4.203 0.478
C 1.428 -5.656 -5.122
O 2.447 -4.725 -5.195
P 3.674 -4.837 -4.082
O 4.882 -5.475 -4.595
O 4.057 -3.292 -3.724
C 2.939 -2.529 -3.396
O 2.943 -5.340 -2.761
C 3.573 -5.383 -1.472
H 1.311 -6.034 -6.137
H 0.592 -5.188 -4.603
H 1.719 -6.552 -4.573
H 3.015 -1.658 -4.047
H 3.003 -2.143 -2.378
H 1.969 -3.007 -3.535
H 2.844 -5.016 -0.749
H 4.365 -4.637 -1.537
H 3.677 -6.431 -1.191
C -4.952 -3.396 2.671
O -3.752 -4.181 2.558
P -2.306 -3.521 2.971
O -2.239 -2.025 3.110
O -1.800 -4.466 4.227
C -2.714 -5.304 4.942
O -1.275 -4.096 1.847
C -1.506 -3.928 0.456
H -4.782 -2.406 3.093
H -5.748 -3.935 3.185
H -5.206 -3.182 1.633
H -2.581 -5.192 6.017
H -2.638 -6.349 4.640
H -3.752 -5.011 4.784
H -0.623 -3.715 -0.146
H -2.208 -3.101 0.348
H -2.035 -4.793 0.058
C -2.132 -2.206 -3.869
C -2.095 -0.695 -4.026
O -3.348 -0.418 -4.563
C -4.179 -1.428 -4.159
O -5.395 -1.397 -4.302
O -3.506 -2.380 -3.632
F -1.059 -0.348 -4.801
H -1.590 -2.576 -2.998
H -1.924 -2.822 -4.743
H -1.957 -0.223 -3.053
*
```